Record 1
A molecular structure, C43H60GeLuN6P3S2, computed with ωB97M-V/def2-TZVPD.

As for the multiplicity: 2. The HOMO energy (spin up / spin down) is -8.607 / -8.677 eV. For the max |F|, the calculation gives 0.05706 Eh/bohr. The gap between HOMO and LUMO (spin up / spin down) comes out at 2.73 / 2.86 eV. As for the charge: +1.

Geometry (Å):
Lu  -1.80  1.61  0.31
C  -1.26  0.44  4.12
C  -0.50  1.74  3.98
C  0.39  1.92  5.23
P  0.35  1.76  2.30
C  1.78  0.52  2.62
N  2.07  -0.49  1.62
Ge  1.07  -0.64  0.02
N  2.15  0.36  -1.27
C  1.61  1.60  -1.78
P  -0.28  1.47  -2.22
C  -0.38  0.49  -3.81
C  0.91  0.25  -4.61
C  -1.10  -0.84  -3.45
C  -0.49  3.29  -2.72
C  0.05  3.67  -4.09
C  0.09  4.24  -1.67
C  3.50  0.10  -1.46
C  4.33  0.98  -2.20
C  5.71  0.87  -2.11
C  6.27  -0.17  -1.36
C  5.46  -1.08  -0.68
C  4.08  -1.01  -0.83
N  3.17  -2.02  -0.38
C  3.31  -2.48  0.97
C  3.78  -3.72  1.34
C  4.05  -4.02  2.70
C  3.88  -3.02  3.65
C  3.35  -1.79  3.29
C  2.84  -1.59  1.96
C  2.60  -2.93  -1.31
C  3.30  -3.49  -2.36
C  2.67  -4.56  -3.06
C  1.37  -4.95  -2.80
C  0.63  -4.24  -1.84
C  1.24  -3.26  -1.10
N  0.48  -2.38  -0.28
C  -0.70  -2.80  0.43
P  -1.63  -1.32  1.18
C  -3.05  -1.98  2.15
C  -3.92  -2.91  1.37
C  -2.53  -2.72  3.39
C  -6.42  -0.75  -2.30
C  -6.09  0.63  -2.56
C  -5.91  -1.89  -3.05
C  1.31  3.38  2.53
C  0.40  4.61  2.51
C  2.44  3.57  1.50
H  -2.05  0.55  4.89
H  -0.71  -0.43  4.45
H  -1.79  0.14  3.20
H  -1.18  2.61  3.95
H  1.24  1.22  5.25
H  -0.19  1.57  6.08
H  0.79  2.90  5.40
H  1.49  0.05  3.54
H  2.65  1.15  2.76
H  2.09  1.91  -2.74
H  1.70  2.41  -1.03
H  -1.05  1.08  -4.43
H  1.66  -0.09  -3.95
H  1.19  1.11  -5.20
H  0.70  -0.60  -5.34
H  -0.46  -1.50  -2.86
H  -1.31  -1.44  -4.37
H  -2.03  -0.68  -2.89
H  -1.58  3.48  -2.75
H  1.14  3.74  -4.10
H  -0.37  4.63  -4.38
H  -0.29  3.00  -4.89
H  1.18  4.30  -1.81
H  -0.04  3.92  -0.62
H  -0.39  5.24  -1.75
H  3.83  1.70  -2.84
H  6.36  1.65  -2.53
H  7.35  -0.17  -1.26
H  5.86  -1.88  -0.06
H  4.09  -4.45  0.55
H  4.41  -5.05  2.97
H  4.21  -3.16  4.70
H  3.34  -0.96  3.98
H  4.31  -3.12  -2.60
H  3.25  -5.03  -3.84
H  0.90  -5.77  -3.37
H  -0.46  -4.42  -1.69
H  -0.51  -3.52  1.24
H  -1.40  -3.32  -0.22
H  -3.56  -1.05  2.43
H  -3.32  -3.76  0.99
H  -4.51  -2.40  0.59
H  -4.65  -3.41  2.02
H  -2.33  -3.76  3.13
H  -3.33  -2.69  4.18
H  -1.61  -2.30  3.81
H  -7.14  -0.96  -1.51
H  -5.17  0.75  -3.10
H  -6.07  1.22  -1.62
H  -6.89  1.09  -3.18
H  -5.82  -1.69  -4.09
H  -6.54  -2.75  -2.89
H  -4.90  -2.09  -2.74
H  1.73  3.26  3.53
H  -0.16  4.72  1.54
H  0.95  5.54  2.63
H  -0.37  4.64  3.34
H  1.99  3.65  0.48
H  3.12  2.70  1.39
H  3.07  4.43  1.68
S  -3.01  3.94  0.52
C  -3.67  2.51  1.13
S  -2.71  -0.72  -0.51
C  -4.85  2.53  1.81
C  -4.83  2.30  3.18
N  -4.76  2.14  4.32
C  -6.04  2.51  1.09
N  -7.05  2.45  0.53

Atom charges from the Löwdin analysis, given in e for atoms 1 to 5: 0.86, -0.17, -0.53, -0.09, 1.00

***

Record 2
2 unconnected molecules or ions with the total composition C11H16NO3, computed with ωB97M-V/def2-TZVPD.

As for the relative energy (zero: lowest compared OMol25 entry of this formula, charge and spin): 6.5 kcal/mol. The HOMO energy is -3.638 eV. For the max |F|, the calculation gives 0.06298 Eh/bohr. The gap between HOMO and LUMO comes out at 6.86 eV. As for the charge: -1.

Geometry (Å):
C  -1.55  -2.19  0.32
C  -1.58  -1.01  -0.44
C  3.07  -0.19  0.46
C  0.84  -2.62  -1.09
C  -0.74  -1.92  1.40
C  1.47  -1.51  -0.85
C  -0.83  -0.08  0.23
C  -0.21  1.84  -1.40
C  0.21  1.88  1.02
C  -2.14  2.08  0.26
C  -0.76  1.41  -0.01
N  2.12  -1.28  0.29
O  3.92  -0.32  1.35
O  2.74  0.77  -0.27
O  -0.48  -0.61  1.39
H  -2.04  -3.15  0.13
H  -2.18  -0.73  -1.21
H  0.65  -3.27  -0.27
H  0.56  -2.74  -2.15
H  -0.28  -2.46  2.23
H  1.67  -0.73  -1.54
H  0.12  2.89  -1.60
H  -0.80  1.54  -2.28
H  0.61  1.26  -1.55
H  -0.19  1.74  2.06
H  1.15  1.43  0.77
H  0.31  2.98  0.94
H  -2.58  2.24  1.23
H  -2.86  1.51  -0.32
H  -2.22  3.18  -0.15
H  1.98  -1.93  1.05

Atom charges from the Löwdin analysis, given in e for atoms 1 to 5: -0.09, -0.04, -0.74, -0.07, -0.14

***

Record 3
A molecular structure, C28H48InN4O, computed with ωB97M-V/def2-TZVPD.

The HOMO energy is -3.832 eV. For the max |F|, the calculation gives 0.09594 Eh/bohr. The gap between HOMO and LUMO comes out at 5.81 eV. As for the charge: -1.

Geometry (Å):
C  -3.29  -5.27  -2.50
C  -3.86  -4.61  -1.13
O  -3.30  -3.29  -0.91
C  -2.61  -3.33  0.37
C  -2.15  -1.90  0.93
In  -1.56  -0.39  -0.64
C  0.08  0.90  0.25
C  -0.42  2.03  1.23
C  -0.65  3.47  0.63
C  -1.11  4.61  1.58
C  -1.34  4.34  3.11
C  -1.12  2.90  3.69
C  -1.35  2.73  5.27
C  -0.67  1.73  2.76
H  -2.15  -5.24  -2.50
H  -3.73  -4.78  -3.43
H  -3.64  -6.37  -2.53
H  -5.01  -4.58  -1.20
H  -3.61  -5.36  -0.30
H  -3.35  -3.77  1.14
H  -1.70  -4.05  0.36
H  -1.20  -2.09  1.57
H  -2.96  -1.43  1.60
H  -0.81  -1.24  -2.07
H  -2.96  0.55  -1.31
H  0.74  0.19  0.87
H  0.64  1.37  -0.62
H  -0.46  3.63  -0.48
H  -1.25  5.66  1.15
H  -1.67  5.22  3.76
H  -0.50  2.16  5.77
H  -2.34  2.18  5.45
H  -1.41  3.79  5.72
H  -0.53  0.69  3.20
C  2.61  2.43  -4.53
C  2.74  0.95  -4.84
C  1.87  0.07  -3.94
C  2.27  0.25  -2.51
N  2.60  0.40  -1.37
H  2.94  2.66  -3.51
H  3.22  3.02  -5.21
H  1.57  2.76  -4.63
H  3.79  0.66  -4.74
H  2.46  0.78  -5.88
H  1.99  -0.98  -4.21
H  0.81  0.33  -4.05
C  1.81  -3.80  1.25
C  2.90  -4.86  1.34
C  2.87  -5.85  0.17
C  1.55  -6.58  0.16
N  0.52  -7.15  0.14
H  0.81  -4.25  1.30
H  1.89  -3.11  2.09
H  1.89  -3.23  0.32
H  2.80  -5.40  2.29
H  3.88  -4.37  1.36
H  3.68  -6.58  0.27
H  3.00  -5.33  -0.78
C  -1.03  0.20  10.44
C  -1.78  1.20  9.58
C  -2.58  0.54  8.45
C  -1.66  -0.21  7.54
N  -0.93  -0.81  6.83
H  -0.29  -0.36  9.86
H  -0.49  0.71  11.25
H  -1.72  -0.52  10.90
H  -1.06  1.91  9.15
H  -2.46  1.78  10.21
H  -3.11  1.30  7.87
H  -3.32  -0.15  8.87
C  2.27  5.59  -8.11
C  2.80  4.41  -8.90
C  1.74  3.33  -9.16
C  1.24  2.79  -7.85
N  0.85  2.37  -6.82
H  1.93  5.29  -7.11
H  3.05  6.35  -7.98
H  1.42  6.06  -8.63
H  3.65  3.97  -8.36
H  3.18  4.76  -9.87
H  2.17  2.51  -9.74
H  0.90  3.74  -9.72

Atom charges from the Löwdin analysis, given in e for atoms 1 to 5: -0.10, -0.27, -0.23, -0.34, -0.31

***

Record 4
A molecular structure, C4H6ClFS, computed with ωB97M-V/def2-TZVPD.

As for the relative energy (zero: lowest compared OMol25 entry of this formula, charge and spin): 136.7 kcal/mol. The HOMO energy is -9.101 eV. For the max |F|, the calculation gives 0.11332 Eh/bohr. The gap between HOMO and LUMO comes out at 8.48 eV. As for the charge: 0.

Geometry (Å):
C  0.44  1.32  -0.08
C  0.24  -0.17  0.53
C  -1.30  -0.13  0.09
C  1.06  -1.05  -0.25
H  1.15  0.96  -1.34
H  -0.72  2.11  -0.34
H  1.20  1.96  0.87
H  -1.32  -0.37  -1.15
H  -1.89  0.74  0.52
H  0.69  -1.37  -1.33
F  0.50  -0.27  1.82
S  2.24  -1.93  0.28
Cl  -2.30  -1.80  0.38

Atom charges from the Löwdin analysis, given in e for atoms 1 to 5: -0.08, -0.79, -0.44, -0.74, 0.19

***

Record 5
6 unconnected molecules or ions with the total composition C32H53BrN3O16S, computed with ωB97M-V/def2-TZVPD.

The HOMO energy is -5.732 eV. For the max |F|, the calculation gives 0.01558 Eh/bohr. The gap between HOMO and LUMO comes out at 7.54 eV. As for the charge: -1.

Geometry (Å):
C  -2.80  -3.81  0.83
C  -3.17  -2.85  -0.27
C  -4.61  -2.27  -0.23
N  -5.06  -1.83  1.06
C  -5.63  -3.24  -0.87
C  -6.44  -2.68  -2.02
S  -7.98  -1.80  -1.60
C  -7.56  -0.99  -0.12
N  -7.97  -1.30  1.06
N  -7.42  -0.36  1.92
C  -6.71  0.41  1.18
O  -6.76  0.12  -0.13
O  -4.51  -1.08  -1.08
C  -3.24  -0.97  -1.57
O  -3.01  -0.50  -2.64
C  -2.30  -1.62  -0.56
C  -0.98  -1.90  -1.28
C  0.14  -2.58  -0.56
O  0.73  -3.53  -0.97
Br  0.77  -1.76  1.08
C  -2.22  -0.59  0.63
O  -2.35  -1.06  1.77
O  -2.03  0.57  0.26
H  -3.53  -4.61  0.89
H  -2.73  -3.29  1.79
H  -1.82  -4.27  0.65
H  -3.16  -3.44  -1.20
H  -5.83  -2.36  1.44
H  -4.31  -1.71  1.73
H  -6.30  -3.65  -0.11
H  -5.08  -4.09  -1.27
H  -5.84  -2.03  -2.66
H  -6.81  -3.51  -2.63
H  -6.10  1.24  1.50
H  -0.62  -0.93  -1.65
H  -1.19  -2.56  -2.12
O  0.25  6.75  2.01
C  -0.09  5.88  1.24
O  -0.40  4.68  1.74
C  -0.95  3.62  0.92
C  0.11  2.87  0.17
C  -0.11  6.11  -0.25
H  -1.73  4.01  0.27
H  -1.44  2.95  1.63
H  0.64  3.50  -0.55
H  -0.35  2.04  -0.37
H  0.85  2.46  0.86
H  0.91  5.99  -0.62
H  -0.42  7.13  -0.43
H  -0.76  5.44  -0.80
O  -4.68  -6.75  0.28
C  -4.70  -7.36  1.31
O  -3.85  -6.99  2.28
C  -3.87  -7.55  3.60
C  -3.07  -8.84  3.68
C  -5.58  -8.57  1.50
H  -4.89  -7.68  3.94
H  -3.41  -6.79  4.22
H  -3.49  -9.61  3.04
H  -3.05  -9.20  4.70
H  -2.05  -8.66  3.35
H  -5.09  -9.43  1.04
H  -6.52  -8.39  0.98
H  -5.80  -8.81  2.54
O  3.00  4.05  -4.02
C  3.88  4.35  -3.26
O  3.62  4.37  -1.94
C  4.62  4.57  -0.93
C  4.94  6.02  -0.69
C  5.25  4.77  -3.75
H  5.51  3.98  -1.16
H  4.17  4.13  -0.04
H  5.38  6.49  -1.57
H  5.65  6.11  0.14
H  4.04  6.57  -0.43
H  5.20  5.82  -4.04
H  5.48  4.18  -4.63
H  6.04  4.65  -3.02
O  3.23  -1.99  -7.09
C  3.50  -1.86  -5.93
O  3.72  -2.96  -5.20
C  4.22  -2.92  -3.85
C  3.14  -2.67  -2.82
C  3.55  -0.50  -5.27
H  5.03  -2.20  -3.78
H  4.66  -3.91  -3.70
H  2.67  -1.69  -2.96
H  3.56  -2.71  -1.82
H  2.35  -3.42  -2.90
H  2.53  -0.21  -5.02
H  3.94  0.21  -6.00
H  4.16  -0.45  -4.37
O  7.03  7.35  1.83
C  6.97  6.58  2.76
O  6.05  5.60  2.72
C  6.00  4.54  3.68
C  5.25  4.94  4.93
C  7.85  6.74  3.98
H  7.01  4.18  3.90
H  5.47  3.74  3.17
H  5.74  5.76  5.46
H  5.17  4.09  5.61
H  4.24  5.27  4.67
H  7.40  7.50  4.62
H  8.82  7.11  3.65
H  8.00  5.83  4.55

Atom charges from the Löwdin analysis, given in e for atoms 1 to 5: -0.02, -0.21, -0.42, 0.15, -0.13

***

Record 6
3 unconnected molecules or ions with the total composition C22H42ClN2O2P, computed with ωB97M-V/def2-TZVPD.

As for the relative energy (zero: lowest compared OMol25 entry of this formula, charge and spin): 0.0 kcal/mol. The HOMO energy is -8.589 eV. For the max |F|, the calculation gives 0.02411 Eh/bohr. The gap between HOMO and LUMO comes out at 9.28 eV. As for the charge: 0.

Geometry (Å):
C  0.08  2.95  1.64
C  0.46  1.68  1.62
C  -0.06  0.61  2.53
C  -0.74  -0.60  1.81
C  -0.55  -1.76  2.70
N  -0.41  -2.65  3.40
C  -0.05  -0.95  0.45
Cl  -0.80  -0.02  -0.88
C  0.05  -2.43  0.09
C  0.65  -2.63  -1.31
C  -2.29  -0.38  1.77
C  -2.69  0.96  1.36
N  -3.05  1.97  0.95
P  -3.28  -1.67  0.81
C  -4.07  -2.59  2.20
C  -4.91  -1.72  3.16
C  -4.69  -0.79  0.02
C  -4.45  -0.56  -1.49
H  0.18  3.54  0.74
H  -0.31  3.40  2.55
H  1.23  1.37  0.91
H  -0.75  1.06  3.24
H  0.75  0.20  3.14
H  0.97  -0.59  0.52
H  -0.91  -2.91  0.10
H  0.75  -2.92  0.77
H  1.16  -3.59  -1.35
H  -0.10  -2.59  -2.10
H  1.42  -1.88  -1.52
H  -2.62  -0.46  2.81
H  -4.66  -3.40  1.78
H  -3.24  -3.01  2.77
H  -4.39  -1.58  4.11
H  -5.88  -2.16  3.37
H  -5.08  -0.72  2.75
H  -4.97  0.14  0.51
H  -5.53  -1.47  0.14
H  -3.63  -1.17  -1.86
H  -4.29  0.49  -1.69
H  -5.34  -0.88  -2.04
C  1.34  1.45  -5.67
C  0.63  0.25  -6.29
O  0.06  -0.63  -5.35
C  -0.92  -0.08  -4.50
C  -2.13  0.48  -5.22
H  2.13  1.11  -4.99
H  1.80  2.06  -6.45
H  0.66  2.08  -5.11
H  1.35  -0.35  -6.85
H  -0.12  0.59  -7.02
H  -0.48  0.68  -3.84
H  -1.24  -0.90  -3.85
H  -1.87  1.32  -5.88
H  -2.87  0.85  -4.50
H  -2.60  -0.29  -5.84
C  6.27  2.80  1.94
C  4.88  2.60  2.50
O  4.27  1.38  2.10
C  4.94  0.19  2.48
C  5.11  0.03  3.98
H  6.26  2.76  0.85
H  6.66  3.78  2.24
H  6.97  2.05  2.30
H  4.22  3.38  2.12
H  4.88  2.69  3.59
H  5.91  0.12  1.98
H  4.32  -0.62  2.10
H  5.73  0.82  4.42
H  5.59  -0.93  4.20
H  4.14  0.05  4.48

Atom charges from the Löwdin analysis, given in e for atoms 1 to 5: 0.01, -0.20, -0.13, -0.42, -0.22

***

Record 7
C6H4O in the gas phase, computed with ωB97M-V/def2-TZVPD.

As for the relative energy (zero: lowest compared OMol25 entry of this formula, charge and spin): 116.9 kcal/mol. The HOMO energy is -9.456 eV. For the max |F|, the calculation gives 0.02608 Eh/bohr. The gap between HOMO and LUMO comes out at 9.82 eV. As for the charge: 0.

Geometry (Å):
C  0.23  -0.49  0.98
C  -0.94  0.46  1.70
C  -1.37  -0.43  0.85
C  -0.60  -1.01  -0.20
C  0.50  -0.06  -0.50
C  0.27  1.38  -0.86
O  -0.80  1.85  -1.19
H  0.82  -1.19  1.58
H  -0.61  -2.05  -0.50
H  1.35  -0.49  -1.05
H  1.16  2.03  -0.79

Atom charges from the Löwdin analysis, given in e for atoms 1 to 5: -0.20, 0.10, -0.08, -0.11, -0.12

***

Question: Number 6 is which compound?
Answer: C22H42ClN2O2P

***

Question: Which of these has the highest max |F|?
Answer: C4H6ClFS

***

Question: Which formula does entry 2 have?
Answer: C11H16NO3